99
Properties=species:S:1:pos:R:3:forces:R:3:lowdin_charge:R:1 method="wB97M-V/def2-TZVPD" total_energy_ha=-5416.350803 homo_ha=-0.309 homo_lumo_gap_ev=8.950
C 2.14082 -0.55517 1.76199 1.971 -1.326 -0.273 -0.125
N 1.24534 0.61824 1.94360 -0.836 0.282 0.947 -0.200
C -0.14319 0.20756 2.32394 -0.857 1.285 0.211 -0.294
C -1.06511 1.33324 2.59679 -2.378 -2.430 0.265 -0.008
C -2.48484 0.95005 2.93822 3.919 -2.862 -0.947 -0.018
C -2.67292 -0.53522 2.97044 0.354 0.817 0.047 -0.060
C -1.61981 -1.53891 2.70788 -0.939 2.349 0.121 -0.088
N -0.34265 -1.14065 2.36056 -2.034 1.894 0.732 0.104
S 1.87573 1.73562 3.05784 4.042 -0.892 4.469 0.747
O 3.35266 1.68567 3.11530 -2.831 0.430 -2.039 -0.304
O 1.39781 1.52601 4.44114 -0.978 1.096 -3.316 -0.272
F 1.52825 3.27823 2.53525 -0.195 -2.667 0.560 -0.214
H 1.81269 -1.22680 0.91156 -0.050 1.085 1.130 0.091
H 3.20423 -0.25166 1.51900 -1.444 0.127 0.269 0.096
H 2.21800 -1.20959 2.68695 -0.396 0.884 -1.048 0.094
H -0.76202 2.41815 2.54206 -0.258 -1.535 -0.037 0.101
H -3.29251 1.69370 3.14163 0.903 -0.890 -0.210 0.099
H -3.70110 -0.92336 3.23123 1.338 0.433 -0.364 0.092
H -1.89703 -2.64912 2.77301 0.730 1.903 -0.287 0.090
C 1.88058 4.80438 0.07127 -0.003 -0.049 -0.311 -0.269
S 0.80645 6.17750 0.54608 0.052 -0.076 -0.106 0.812
O -0.43526 6.07924 -0.27579 0.258 0.031 0.048 -0.559
C 1.83456 7.47506 -0.17808 -0.047 0.118 -0.142 -0.264
H 1.41462 3.87570 0.39236 -0.052 0.165 -0.007 0.026
H 2.01091 4.78880 -1.01228 -0.029 0.187 0.018 0.038
H 2.84842 4.91174 0.56423 -0.062 0.022 0.071 0.050
H 1.96789 7.29376 -1.24546 0.009 -0.153 0.066 0.025
H 2.80329 7.49452 0.32314 -0.054 -0.041 0.034 0.038
H 1.33436 8.43309 -0.03281 -0.060 -0.112 0.114 0.049
C 2.38630 7.80426 -4.80657 0.071 0.108 0.065 -0.264
S 2.45841 6.05700 -4.36742 -0.048 -0.045 -0.019 0.837
O 3.00057 5.96644 -2.97686 0.061 0.122 -0.295 -0.571
C 3.79847 5.63569 -5.49870 0.141 0.008 0.034 -0.266
H 1.62938 8.28369 -4.18588 0.007 -0.125 -0.002 0.052
H 3.35477 8.27358 -4.62636 0.002 -0.081 0.022 0.059
H 2.10917 7.90394 -5.85687 -0.016 -0.066 0.038 0.054
H 4.67839 6.24093 -5.27510 -0.058 0.010 0.053 0.058
H 3.47447 5.80703 -6.52610 -0.057 -0.004 0.055 0.053
H 4.04043 4.58118 -5.36698 -0.094 0.057 0.057 0.051
C 7.09110 5.16601 0.63346 -0.020 -0.023 0.101 -0.271
S 7.20091 6.13644 -0.88340 -0.017 0.141 0.076 0.804
O 8.03186 7.33854 -0.58578 -0.184 -0.207 0.012 -0.560
C 5.47590 6.66057 -0.89244 -0.042 0.010 0.096 -0.286
H 8.07973 4.76631 0.85822 -0.024 0.065 -0.095 0.048
H 6.75976 5.79994 1.45727 0.016 0.048 -0.074 0.057
H 6.39180 4.34106 0.48821 0.021 0.029 -0.042 0.052
H 5.24673 7.20049 0.02807 0.148 -0.008 0.017 0.053
H 4.82947 5.78715 -0.98805 0.025 0.038 -0.111 0.036
H 5.31962 7.31848 -1.74653 0.051 -0.108 0.012 0.047
C -5.56922 -4.61797 1.77284 -0.044 0.171 -0.013 -0.267
S -3.88554 -5.21617 1.54213 -0.073 -0.032 -0.028 0.823
O -2.97758 -4.03116 1.60372 -0.256 -0.196 -0.075 -0.572
C -4.08157 -5.65484 -0.19569 0.049 0.075 -0.134 -0.264
H -5.66804 -4.25148 2.79489 0.127 -0.081 -0.016 0.048
H -5.77495 -3.80555 1.07386 0.014 -0.083 -0.060 0.044
H -6.27159 -5.43702 1.61323 0.056 0.010 -0.026 0.056
H -4.38075 -4.77632 -0.76920 -0.025 0.015 0.102 0.060
H -4.83286 -6.43995 -0.28998 0.010 0.032 0.070 0.053
H -3.12496 -6.02282 -0.56694 -0.010 0.030 0.132 0.048
C 2.74123 -4.59970 3.42019 -0.078 -0.032 0.119 -0.263
S 3.34389 -4.57842 1.72155 -0.082 0.027 0.008 0.791
O 2.46842 -3.64929 0.94648 0.140 -0.200 0.147 -0.555
C 2.83380 -6.26056 1.32279 -0.048 -0.131 -0.010 -0.258
H 2.92354 -3.62011 3.86240 0.028 -0.020 -0.109 0.046
H 1.67064 -4.81011 3.43190 0.021 0.044 -0.113 0.060
H 3.28184 -5.35948 3.98708 0.078 0.021 -0.097 0.045
H 1.75739 -6.36595 1.46688 0.020 0.124 0.004 0.057
H 3.37115 -6.96349 1.96105 0.070 0.103 0.002 0.053
H 3.08150 -6.45661 0.27957 0.025 0.111 0.055 0.049
C -10.23127 -2.70878 -0.35257 0.065 -0.047 0.317 -0.267
S -8.72920 -2.34297 -1.28626 -0.232 -0.037 0.067 0.805
O -7.71146 -3.37254 -0.91435 -0.062 0.105 0.201 -0.559
C -8.31980 -0.83147 -0.39042 0.073 -0.009 0.173 -0.256
H -10.64458 -3.64744 -0.72121 0.101 0.052 -0.058 0.047
H -9.99737 -2.80737 0.70927 0.008 -0.004 -0.019 0.052
H -10.95740 -1.90896 -0.50496 0.059 -0.003 -0.051 0.052
H -8.20587 -1.04776 0.67345 -0.008 -0.053 -0.031 0.053
H -9.10869 -0.09369 -0.54244 0.007 -0.058 -0.057 0.054
H -7.38074 -0.44306 -0.78440 -0.068 -0.101 -0.071 0.054
C -9.02663 -2.17629 -6.56665 -0.009 0.090 -0.091 -0.272
S -8.19357 -2.83321 -5.10742 0.051 0.097 0.081 0.810
O -8.26692 -1.79054 -4.04443 0.148 -0.011 -0.686 -0.608
C -6.52993 -2.77898 -5.80275 0.094 0.046 -0.046 -0.267
H -10.08972 -2.08672 -6.34427 0.080 -0.048 0.080 0.049
H -8.62323 -1.19330 -6.81427 0.031 -0.030 0.078 0.057
H -8.88877 -2.86192 -7.40411 0.004 -0.020 0.059 0.051
H -6.28364 -1.75802 -6.09813 -0.082 -0.003 0.048 0.058
H -6.47356 -3.44494 -6.66512 -0.045 -0.010 0.043 0.052
H -5.82812 -3.11537 -5.03972 -0.133 0.003 0.026 0.052
C 8.01026 -4.97324 4.81806 0.092 -0.078 0.032 -0.269
S 6.56961 -4.81235 3.74531 -0.015 -0.019 -0.086 0.783
O 6.07158 -6.18996 3.45656 0.099 0.186 0.031 -0.563
C 7.47932 -4.25119 2.29322 0.061 -0.029 -0.108 -0.264
H 7.67870 -5.35269 5.78436 -0.076 0.028 -0.089 0.050
H 8.72454 -5.67146 4.37929 -0.080 0.001 -0.047 0.058
H 8.47396 -3.99507 4.95328 -0.071 -0.002 -0.024 0.054
H 8.22725 -4.99454 2.01308 -0.052 -0.036 0.078 0.059
H 7.95992 -3.29638 2.51127 -0.055 -0.019 0.045 0.055
H 6.77160 -4.12132 1.47440 -0.058 -0.029 0.134 0.041

67
Properties=species:S:1:pos:R:3:forces:R:3:lowdin_spin:R:1 method="wB97M-V/def2-TZVPD" total_energy_ha=-2278.251537 homo_ha="-0.622 / -0.621" s_squared=3.806 homo_lumo_gap_ev="7.070 / 6.105" charge=+3 multiplicity=4
Tc 0.91493 -0.11069 -0.35054 0.455 -0.200 -0.496 2.464
C 5.09552 0.41623 -2.13181 -0.028 -0.105 0.034 -0.001
C 5.78707 -0.55286 -1.42283 -0.205 -0.013 0.022 0.010
C 5.05594 -1.51563 -0.74039 -0.402 0.068 -0.125 0.002
C 3.66538 -1.45851 -0.77515 0.569 -0.166 0.060 0.009
N 2.99955 -0.45785 -1.38668 -0.370 -0.168 0.409 0.020
C 3.71396 0.43251 -2.06705 0.162 0.334 -0.346 0.010
C 2.79767 -2.51866 -0.24510 0.240 -0.372 0.142 0.004
C 3.21786 -3.80309 0.09441 -0.102 0.455 -0.056 0.001
C 2.26845 -4.74921 0.44996 -0.125 0.133 -0.065 0.007
C 0.92238 -4.42504 0.36819 -0.037 0.453 -0.114 0.000
C 0.57075 -3.12676 -0.00334 -0.034 -0.620 0.162 0.009
N 1.49746 -2.19584 -0.23391 -0.089 0.134 0.141 0.007
C -0.77262 -2.68812 -0.38736 -0.565 -0.201 0.095 0.011
C -1.89902 -3.49927 -0.32329 0.357 0.278 -0.085 0.002
C -3.06963 -3.08929 -0.95307 0.118 0.137 -0.039 0.011
C -3.05590 -1.90258 -1.66306 0.229 0.035 0.034 0.001
C -1.90845 -1.11757 -1.63470 -0.136 0.063 -0.430 0.020
N -0.80091 -1.46002 -0.97260 -0.054 -0.157 -0.161 0.042
H 5.60904 1.15295 -2.72802 0.051 0.075 -0.056 0.000
H 6.86660 -0.57419 -1.41828 0.069 -0.011 0.005 0.000
H 5.55728 -2.30211 -0.19936 0.024 -0.069 0.034 0.000
H 3.16258 1.18404 -2.61516 0.084 -0.026 0.016 0.001
H 4.26333 -4.06867 0.05889 0.035 0.027 -0.015 0.000
H 2.57283 -5.74844 0.72533 0.014 -0.048 0.029 0.000
H 0.16828 -5.17579 0.54483 -0.048 -0.004 0.020 0.000
H -1.86074 -4.45634 0.17528 0.051 -0.010 0.021 0.000
H -3.95193 -3.71236 -0.91976 -0.047 -0.014 -0.014 0.001
H -3.90956 -1.56594 -2.23088 -0.038 0.004 -0.036 0.000
H -1.87385 -0.18358 -2.18644 -0.046 -0.353 0.121 0.003
C -0.66692 3.05366 0.73039 -0.212 -0.050 0.106 -0.010
P -1.09989 1.29572 0.56268 0.182 -0.217 0.443 -0.042
C -1.49255 0.67936 2.20922 -0.213 -0.010 -0.127 0.010
C -1.28895 1.47034 3.33830 0.006 -0.009 -0.093 0.001
C -1.57635 0.96328 4.59621 -0.051 -0.096 -0.005 0.003
C -2.07201 -0.32581 4.73124 0.017 0.088 -0.020 -0.003
C -2.28853 -1.11291 3.60663 0.000 -0.002 0.081 0.001
C -2.00022 -0.61646 2.35061 0.177 0.105 -0.017 0.000
C -2.62322 1.32572 -0.39523 -0.114 0.344 0.073 -0.010
C -3.83121 0.87714 0.14279 0.197 0.059 -0.032 -0.005
C -5.00531 1.03598 -0.57657 -0.023 0.024 -0.088 0.000
C -4.98516 1.63696 -1.82559 0.012 0.000 -0.013 -0.005
C -3.78570 2.09688 -2.36338 -0.087 -0.015 -0.015 0.001
C -2.61395 1.94956 -1.64950 0.018 0.045 0.144 -0.004
H -1.52821 3.54520 1.19280 0.057 -0.076 -0.011 -0.002
H -0.52499 3.50811 -0.24895 0.021 -0.036 0.024 0.000
H 0.21004 3.20150 1.35662 0.061 -0.043 -0.032 0.000
H -0.91118 2.47875 3.25601 0.022 0.053 0.000 0.000
H -1.42295 1.58045 5.46843 0.007 0.038 0.062 0.000
H -2.30333 -0.71405 5.71140 -0.005 -0.028 0.081 0.000
H -2.68998 -2.10936 3.71763 -0.026 -0.063 -0.006 0.000
H -2.17725 -1.23711 1.48385 -0.016 -0.063 -0.126 0.000
H -3.86603 0.42530 1.12154 -0.022 0.007 0.053 0.000
H -5.93982 0.70165 -0.15129 -0.066 -0.016 0.030 0.000
H -5.90471 1.76507 -2.37876 -0.038 0.006 -0.021 0.000
H -3.77650 2.58106 -3.32833 0.005 0.036 -0.065 0.000
H -1.69133 2.32605 -2.07604 0.078 0.045 -0.008 0.000
N 3.64296 4.48999 -0.15373 0.633 0.136 0.099 0.007
N 2.77145 3.59280 -0.58399 -0.741 -0.783 -0.112 0.007
N 2.18761 3.70433 -1.75380 -0.037 0.268 -0.418 0.001
C 1.45495 2.61051 -1.80643 -0.141 0.072 0.051 0.019
N 1.59994 1.88152 -0.69371 -0.423 -0.050 -0.505 0.012
N 2.45868 2.52781 0.08431 0.417 0.142 0.522 0.006
H 3.66209 5.34285 -0.69446 -0.027 0.063 0.202 0.000
H 3.88210 4.42551 0.82402 -0.042 0.216 -0.030 0.000
H 0.83177 2.35740 -2.64463 -0.084 -0.031 -0.099 0.003
I 1.76034 -0.04207 2.01157 0.323 0.184 0.565 0.376

47
Properties=species:S:1:pos:R:3:forces:R:3:lowdin_spin:R:1 method="wB97M-V/def2-TZVPD" total_energy_ha=-2963.131419 relative_energy_kj_mol=0.0 homo_ha="-0.173 / -0.173" s_squared=3.752 homo_lumo_gap_ev="6.690 / 6.691" charge=-1 multiplicity=4
Er -0.31650 -0.69792 -0.22441 -0.466 -0.080 0.504 3.020
C 2.60262 0.16418 3.40355 -0.195 0.006 0.144 0.000
C 1.80902 0.24956 2.14042 -0.004 0.202 -0.277 0.000
N 0.56817 -0.08433 2.05303 0.280 -0.351 0.441 -0.003
N -0.00008 -0.39028 3.26497 0.085 0.031 -0.225 0.000
C -1.09464 -1.10804 3.19481 -0.231 0.112 0.161 0.000
N -1.71597 -1.30435 4.40028 0.228 0.004 0.007 0.000
S -1.82917 -1.84594 1.83430 -0.046 -0.026 -0.262 -0.003
C 2.43709 0.77757 0.90889 -0.034 -0.064 -0.006 0.000
C 3.57861 1.56935 0.95447 -0.023 -0.067 -0.078 0.000
C 4.09400 2.07417 -0.22695 0.040 0.034 0.047 0.000
C 3.46569 1.77934 -1.41920 -0.113 -0.068 -0.148 0.000
C 2.32627 0.98871 -1.39022 0.074 -0.031 0.233 0.000
N 1.82572 0.49529 -0.25341 0.107 0.392 -0.141 -0.003
H 2.39293 -0.79203 3.88144 0.010 -0.002 -0.001 0.000
H 2.29057 0.93197 4.11411 -0.008 0.042 -0.001 0.000
H 3.66900 0.25426 3.21820 0.017 -0.033 -0.008 0.000
H -1.43255 -0.68635 5.14252 -0.061 -0.032 0.026 0.000
H -2.65620 -1.65428 4.38781 0.026 0.024 -0.036 0.000
H 4.04681 1.80411 1.89724 -0.009 -0.004 0.032 0.000
H 4.97751 2.69886 -0.20988 0.018 0.008 0.003 0.000
H 3.83370 2.14773 -2.36563 0.011 0.012 -0.006 0.000
H 1.77753 0.72414 -2.28429 0.043 0.047 -0.061 0.000
O 2.75387 -4.04921 -4.63541 0.024 0.083 0.084 0.000
C 2.19982 -3.39433 -3.78879 -0.171 -0.084 -0.045 0.000
C 1.51270 -2.04567 -3.99065 0.198 -0.038 -0.047 0.000
O 1.53005 -1.37998 -5.00891 -0.058 -0.043 0.059 0.000
C 0.90273 -1.73415 -2.70324 -0.011 0.109 -0.109 0.000
C 1.21431 -2.69890 -1.73975 0.137 -0.199 0.008 0.001
O 0.81620 -2.58245 -0.51620 -0.068 -0.013 -0.093 -0.003
C 2.03189 -3.77029 -2.31566 0.207 0.055 -0.078 0.000
O 2.52616 -4.73556 -1.77145 -0.099 0.018 -0.019 0.000
O 0.20151 -0.68722 -2.40004 -0.061 -0.143 -0.067 -0.003
C -5.08834 0.08268 -1.38191 -0.044 -0.049 -0.019 0.000
N -4.08080 0.94572 -0.79690 0.041 0.070 0.025 0.000
C -4.35967 2.21342 -0.34563 0.064 -0.002 0.017 0.000
C -3.41577 2.98843 0.20170 0.008 -0.010 -0.007 0.000
C -2.03861 2.48635 0.33512 -0.077 0.115 0.091 0.000
O -1.13930 3.16212 0.81443 -0.005 0.002 -0.013 0.000
N -1.82905 1.20440 -0.11381 0.070 0.041 -0.170 -0.002
C -2.79810 0.46987 -0.67130 0.174 0.027 0.053 0.000
O -2.52423 -0.68660 -1.08076 -0.099 -0.075 -0.011 -0.002
H -6.01978 0.64093 -1.45458 0.002 -0.008 -0.002 0.000
H -5.23904 -0.80126 -0.76276 0.002 -0.005 -0.023 0.000
H -4.77732 -0.24050 -2.37381 -0.010 -0.016 0.008 0.000
H -5.38673 2.53175 -0.46931 0.008 0.000 0.001 0.000
H -3.64263 3.98473 0.54757 0.018 0.009 0.009 0.000

15
Properties=species:S:1:pos:R:3:forces:R:3:lowdin_charge:R:1 method="wB97M-V/def2-TZVPD" total_energy_ha=-801.455154 relative_energy_kj_mol=283.0 homo_ha=-0.366 homo_lumo_gap_ev=10.247
C -1.81473 0.68416 -0.44394 0.281 0.397 -1.736 -0.767
C 0.51071 0.00437 0.20793 -1.428 -1.532 -2.323 -0.327
C 1.67016 0.73643 -0.38810 -1.297 0.960 -2.711 -0.017
C 0.45512 -1.53451 0.49246 -2.322 0.828 -1.892 0.007
N -1.35968 1.03172 0.90725 -2.084 1.402 1.178 0.035
N -0.24676 0.66107 1.11807 1.875 0.187 1.301 0.051
O -0.79886 0.31738 -1.18266 0.688 -0.797 1.183 -0.123
Cl -3.07072 -0.67121 0.03878 0.269 0.383 -0.430 0.476
H -2.37834 1.54496 -0.90069 0.095 -1.045 0.723 0.128
H 2.13945 0.22741 -1.31021 -1.127 0.860 1.463 0.133
H 2.39429 0.85556 0.31218 2.511 -0.339 2.357 0.038
H 1.43604 1.85488 -0.53944 -0.188 -1.866 -0.437 0.126
H 1.34061 -2.08104 0.26384 0.602 -0.213 -0.628 0.064
H -0.50755 -1.90824 -0.09048 2.282 0.589 0.991 0.113
H 0.23027 -1.72297 1.51501 -0.157 0.184 0.960 0.065